Record 1
Computed, not measured: C26H42BrFeNOP2 as an isolated structure, with ωB97M-V/def2-TZVPD.

Atoms and positions in Å:
C1 -0.5410 6.6896 -5.9911
C2 -0.6989 5.3642 -6.4564
C3 -1.0528 5.1390 -7.7913
C4 -1.2192 6.2507 -8.6190
N1 -1.0635 7.4908 -8.1808
C5 -0.7326 7.7218 -6.9184
C6 -0.5188 4.2192 -5.6114
C7 -0.3704 3.3381 -4.7899
C8 -0.3703 2.6235 -3.5392
C9 0.6026 2.8058 -2.5577
C10 0.5135 2.0441 -1.3999
C11 -0.6507 1.2761 -1.1328
C12 -1.7754 1.3873 -1.9735
C13 -1.5630 1.8720 -3.2855
Fe1 -0.2415 0.5266 -3.7476
P1 1.8245 -0.8526 -1.5863
H1 -1.1850 4.1248 -8.1585
H2 -0.2742 6.8985 -4.9581
H3 -1.4835 6.0870 -9.6667
H4 -0.6028 8.7621 -6.5971
H5 -2.3231 1.8312 -4.0630
H6 1.3827 3.5409 -2.7311
H7 -2.7795 1.0838 -1.6809
H8 1.3353 2.0260 -0.7140
C14 2.0019 -2.4053 -0.5986
C15 3.0017 -3.4168 -1.1238
H9 1.0102 -2.8628 -0.5150
H10 2.2732 -2.0972 0.4206
H11 3.0959 -4.2387 -0.3991
H12 2.6929 -3.8589 -2.0800
H13 3.9972 -2.9725 -1.2567
C16 2.0497 -1.0907 -3.3985
C17 3.1220 -0.2480 -4.0810
H14 1.0988 -1.0614 -4.0401
H15 2.3271 -2.1593 -3.3836
H16 3.0034 -0.4024 -5.1580
H17 2.9996 0.8301 -3.8986
H18 4.1394 -0.5467 -3.7973
C18 3.1799 0.2421 -0.9762
C19 4.5816 -0.3378 -0.7616
H19 2.8318 0.7125 -0.0403
H20 3.2487 1.0475 -1.7210
H21 5.2653 0.4853 -0.5044
H22 4.6216 -1.0683 0.0540
H23 4.9741 -0.8091 -1.6731
Br1 -0.5002 -0.3047 -0.0049
P2 -2.4200 -3.0608 -4.0267
C20 -0.6367 -3.4499 -3.9055
C21 -0.3317 -4.9012 -4.2892
H24 -0.3357 -3.2272 -2.8719
H25 -0.1259 -2.7574 -4.5882
H26 0.7276 -5.0065 -4.5354
H27 -0.5514 -5.6027 -3.4796
H28 -0.9009 -5.2137 -5.1702
C22 -3.0863 -3.0373 -2.3135
C23 -4.4874 -3.6544 -2.2054
H29 -3.0480 -1.9994 -1.9564
H30 -2.3760 -3.6473 -1.7327
H31 -4.7480 -3.7871 -1.1542
H32 -5.2614 -3.0334 -2.6586
H33 -4.5195 -4.6323 -2.6921
C24 -2.6226 -1.3906 -4.7218
C25 -2.9777 -1.5438 -6.2096
H34 -1.6917 -0.7696 -4.5568
H35 -3.4688 -0.9486 -4.1714
H36 -3.3811 -0.6103 -6.6099
H37 -2.1002 -1.8031 -6.8124
H38 -3.7322 -2.3262 -6.3769
C26 1.4782 1.2373 3.0172
O1 1.5240 1.5509 1.6185
H39 2.0959 0.3515 3.1879
H40 0.4526 1.0269 3.3705
H41 1.8860 2.0705 3.5993
H42 0.6651 1.9378 1.3903

The HOMO energy (alpha / beta) is -12.8 / -12.8 eV. Its spin multiplicity is 5. The strongest force on any atom is 2.2 eV/Å. As for the charge: +2. Its molar mass is 582.33 g mol⁻¹. The calculation puts the energy relative to the best compared isomer or geometry (same formula, charge and spin) at 0.0 kJ/mol.


Record 2
Computed, not measured: C26H42Cl3IrN4O4Si as an isolated structure, with ωB97M-V/def2-TZVPD.

Atoms and positions in Å:
C1 2.5051 -2.1792 -7.3662
C2 1.8070 -1.4536 -8.4700
H1 2.5154 -3.2544 -7.5622
H2 2.0163 -1.9873 -6.4037
H3 3.5515 -1.8528 -7.2788
C3 1.5809 -1.9528 -9.6943
C4 2.1089 -3.2679 -10.1591
H4 1.0140 -1.3859 -10.4366
H5 2.0024 -4.0473 -9.3914
H6 3.1737 -3.2097 -10.4356
H7 1.5576 -3.5803 -11.0539
Ir1 -0.0839 -0.0463 -0.4410
Cl1 1.7714 1.1083 0.2485
Cl2 1.2001 -0.7001 -2.2724
C5 -0.2911 2.4269 -1.9763
O1 -1.0540 1.5711 -1.4103
N1 -0.7932 3.4040 -2.7275
C6 -2.2151 3.4987 -3.0594
C7 0.1141 4.3594 -3.3628
H8 0.8034 2.3889 -1.8573
H9 -2.8264 3.0165 -2.2967
H10 -2.4186 3.0474 -4.0413
H11 -2.4609 4.5651 -3.1277
H12 1.0973 4.2630 -2.8901
H13 -0.2812 5.3738 -3.2193
H14 0.2070 4.1615 -4.4430
H15 0.0919 -4.5697 -1.3995
H16 -0.5300 -2.8353 -3.1663
C8 -0.9206 -4.5289 -0.9680
C9 -1.5606 -3.0838 -2.8629
N2 -1.6126 -3.3209 -1.4226
H17 -0.8575 -4.5415 0.1215
C10 -1.8697 -2.3125 -0.5831
O2 -1.9001 -1.0775 -0.9247
H18 -2.2425 -2.2755 -3.1323
H19 -2.0524 -2.6028 0.4697
H20 -1.4661 -5.4141 -1.3198
H21 -1.8582 -4.0098 -3.3693
O3 0.2277 -0.3036 -7.1535
C11 1.2911 -0.0818 -8.0756
C12 -0.2418 0.7325 -9.9823
C13 0.9590 0.8175 -9.2675
H22 -1.0559 0.1001 -9.6017
C14 -0.3773 1.4309 -11.1980
H23 2.0968 0.4182 -7.5223
C15 1.9879 1.6478 -9.7359
H24 -1.3234 1.3713 -11.7483
C16 0.6808 2.2099 -11.6873
C17 1.8697 2.3126 -10.9545
H25 2.8907 1.7162 -9.1286
H26 0.5756 2.7407 -12.6346
H27 2.6965 2.9283 -11.3131
Si1 -0.7728 0.5737 -6.1391
Cl3 0.8568 -1.9993 0.4003
C18 -2.5024 0.1477 -6.6764
C19 -0.5092 2.4037 -6.3720
C20 -0.4917 -0.1065 -4.4637
H28 -2.6054 0.3364 -7.7568
H29 -3.2090 0.7810 -6.1165
H30 -2.7112 -0.9141 -6.4733
H31 -0.4757 -1.2006 -4.4990
H32 -1.2543 0.2321 -3.7497
H33 0.4927 0.2523 -4.1463
H34 -0.6636 2.6431 -7.4393
H35 0.5039 2.7352 -6.0907
H36 -1.2451 2.9907 -5.7952
N3 -2.9535 -0.6447 5.5834
C21 -2.4560 -1.0925 4.3818
O4 -2.4474 -2.2851 4.0758
C22 -2.0165 0.0123 3.4648
C23 -2.3277 1.3652 3.6847
C24 -1.8759 2.2961 2.7542
C25 -1.1927 1.8623 1.6158
N4 -1.0054 0.5534 1.3522
C26 -1.3271 -0.3546 2.2990
H37 -3.1791 -1.3621 6.2525
H38 -2.6965 0.2591 5.9658
H39 -2.9251 1.6854 4.5504
H40 -2.0338 3.3729 2.8719
H41 -0.7810 2.5566 0.8749
H42 -1.0055 -1.3765 2.1108

The HOMO energy (alpha / beta) is -5.5 / -7.8 eV. Its spin multiplicity is 5. The strongest force on any atom is 3.5 eV/Å. Its molar mass is 801.31 g mol⁻¹. The calculation puts the energy relative to the best compared isomer or geometry (same formula, charge and spin) at 0.0 kJ/mol.


Record 3
Computed, not measured: a 8-piece molecular cluster, C26H42Cl6O10 overall, with ωB97M-V/def2-TZVPD.

Atoms and positions in Å:
O1 -2.6757 -3.2229 5.8938
C1 -1.8844 -2.5434 5.3472
O2 -1.5875 -2.5380 3.9967
C2 -0.4835 -1.6211 3.7336
C3 0.1258 -1.3907 5.1090
C4 -1.0861 -1.5165 6.0123
H1 -0.9258 -0.7235 3.2902
H2 0.2480 -2.1023 3.0771
H3 0.6657 -0.4372 5.1524
H4 0.7486 -2.2827 5.2835
H5 -1.6493 -0.5694 6.0431
H6 -0.9214 -1.7297 7.0603
O3 0.2580 3.3008 -3.5046
C5 0.6187 4.0895 -2.6755
O4 -0.1537 5.1050 -2.1833
C6 0.5396 5.7209 -1.0765
C7 1.9870 5.2150 -1.0803
C8 1.9537 4.0418 -2.0329
H7 -0.0212 5.4672 -0.1716
H8 0.5019 6.8224 -1.1125
H9 2.2814 4.8803 -0.0858
H10 2.6760 6.0082 -1.3916
H11 2.0096 3.1143 -1.4850
H12 2.6779 3.9685 -2.8549
O5 -4.8743 2.7816 -3.1331
C9 -4.3991 2.7210 -2.0541
O6 -3.7264 3.7533 -1.4880
C10 -3.2098 3.3367 -0.2461
C11 -3.3067 1.8528 -0.2568
C12 -4.4728 1.5246 -1.1139
H13 -3.8254 3.7949 0.5305
H14 -2.2165 3.6909 -0.0433
H15 -3.3622 1.3745 0.7118
H16 -2.4131 1.5062 -0.8106
H17 -5.4425 1.5478 -0.5850
H18 -4.4523 0.6424 -1.7788
O7 1.6090 -2.8225 0.4796
C13 1.8557 -3.8193 -0.0876
O8 3.0789 -4.1712 -0.6219
C14 3.0385 -5.4264 -1.3833
C15 1.7759 -6.0743 -0.8591
C16 0.8799 -4.8989 -0.5907
H19 3.9193 -5.9969 -1.1718
H20 3.0646 -5.1457 -2.4420
H21 1.9823 -6.4606 0.1389
H22 1.3096 -6.8473 -1.4812
H23 0.1311 -4.9933 0.1759
H24 0.3912 -4.4165 -1.4267
O9 6.2590 2.0529 3.6523
C17 5.0717 2.0748 3.5737
O10 4.4479 3.2097 3.1704
C18 3.0193 3.0329 3.1293
C19 2.6998 1.6004 3.6502
C20 4.0778 0.9773 3.8840
H25 2.6661 3.1570 2.1157
H26 2.5827 3.8243 3.7454
H27 2.2113 1.0900 2.8292
H28 2.1258 1.6852 4.5589
H29 4.2903 0.1013 3.2649
H30 4.2372 0.7082 4.9168
Cl1 -1.6540 -2.6378 -0.9873
C21 -3.1985 -3.2086 -1.6717
C22 -3.0687 -3.8395 -3.0580
Cl2 -2.1474 -5.3975 -2.9657
H31 -3.9767 -2.4453 -1.6860
H32 -3.6498 -4.0079 -1.0952
H33 -2.4613 -3.2081 -3.6844
H34 -4.0747 -3.9980 -3.4800
Cl3 -0.1159 -0.3642 -7.2760
C23 -0.9039 -0.7652 -5.7043
C24 -1.0812 0.4902 -4.8366
Cl4 -1.9093 0.0121 -3.2776
H35 -0.2965 -1.5250 -5.2344
H36 -1.8860 -1.0963 -5.9558
H37 -1.6914 1.2315 -5.3613
H38 -0.1265 0.9035 -4.5681
Cl5 2.6181 0.3942 -1.1386
C25 0.8213 0.0904 -1.0580
C26 0.3186 0.2078 0.3686
Cl6 0.2127 1.8856 0.9038
H39 0.7117 -0.9761 -1.2245
H40 0.3061 0.7889 -1.7030
H41 1.0142 -0.3552 0.9815
H42 -0.6877 -0.2041 0.4146

The SMILES is O=C1CCCO1.O=C1CCCO1.O=C1CCCO1.O=C1CCCO1.O=C1CCCO1.ClCCCl.ClCCCl.ClCCCl. The HOMO energy is -10.1 eV. The strongest force on any atom is 4.3 eV/Å. Its molar mass is 727.33 g mol⁻¹.